Record 1
# C30H48BrF3O21

A 7-piece molecular cluster, C30H48BrF3O21 overall in a non-equilibrium geometry (wB97M-V/def2-TZVPD, the Open Molecules 2025 dataset).

```
103
Properties=species:S:1:pos:R:3:forces:R:3:mulliken_charge:R:1
C -3.09089 -0.57788 0.09332 -0.35 -0.31 -0.23 -1.294
C -3.49216 -1.07645 -1.30495 -0.04 0.20 0.25 -0.542
C -2.42244 -1.91518 -2.00251 -0.78 -0.16 -0.02 -0.404
Br -3.31308 -2.90465 -3.46286 0.27 0.13 -0.21 -0.105
C -1.76525 -2.90265 -1.10120 0.16 -0.25 0.09 0.827
C -0.44245 -3.10834 -1.00919 -0.20 0.33 0.05 0.215
C 0.61245 -2.36432 -1.78508 -0.10 -0.65 -0.07 -0.767
C 0.70279 -0.90111 -1.41133 0.32 0.22 0.21 -0.016
O 1.59572 -0.75277 -0.32311 -0.08 -0.34 -0.01 -0.220
C 1.17091 0.01639 -2.56733 -0.13 0.39 0.16 0.685
F 1.08091 -0.54701 -3.78343 0.09 0.17 0.27 -0.302
F 2.43054 0.43342 -2.37817 -0.28 -0.12 -0.39 -0.137
F 0.38128 1.13052 -2.59484 0.33 -0.31 -0.07 -0.330
C 0.05394 -4.19589 -0.11114 0.54 -0.08 -0.27 -0.127
O 1.07440 -4.79326 -0.39442 -0.24 0.15 0.46 -0.572
C -0.76617 -4.49267 1.08292 -0.63 0.15 -0.32 -0.751
C -2.07989 -4.27398 0.99809 0.58 -0.16 0.46 -0.649
C -2.67440 -3.74298 -0.25059 -0.67 -0.14 -0.44 0.473
O -3.82437 -3.98757 -0.57709 0.77 0.26 0.61 -0.504
H -3.53567 -1.22769 0.84038 0.08 -0.15 0.23 0.311
H -3.50077 0.40593 0.27315 0.04 0.30 0.04 0.401
H -2.02032 -0.56712 0.25626 0.27 0.16 0.03 0.249
H -3.75124 -0.23715 -1.94060 0.10 0.13 -0.24 0.587
H -4.39781 -1.65907 -1.20784 -0.18 -0.17 -0.01 0.350
H -1.72705 -1.27113 -2.51345 0.37 0.00 -0.10 0.482
H 0.44006 -2.54009 -2.84164 -0.02 0.24 -0.22 0.586
H 1.56774 -2.81903 -1.54760 0.26 -0.04 -0.14 0.398
H -0.25971 -0.52283 -1.09393 -0.36 0.12 -0.23 -0.071
H 1.19693 -0.17053 0.32470 0.09 0.25 0.28 0.304
H -0.31056 -4.90874 1.96339 0.22 -0.21 0.07 0.473
H -2.71448 -4.50590 1.83830 -0.37 -0.09 -0.10 0.437
C 1.89732 2.67118 4.96876 -0.10 0.13 0.17 -0.743
O 3.11002 1.98818 4.63977 -0.06 0.03 0.08 -0.385
C 3.03209 1.22580 3.55199 0.18 0.10 0.01 0.875
O 2.05652 1.08631 2.85882 -0.17 -0.04 -0.07 -0.569
O 4.21791 0.66263 3.35271 -0.02 -0.03 0.03 -0.340
C 4.26446 -0.16380 2.18783 0.13 -0.21 -0.32 -0.520
H 2.10673 3.25195 5.86229 0.11 -0.03 -0.01 0.249
H 1.60091 3.34064 4.16293 -0.04 -0.08 -0.05 0.329
H 1.10054 1.95995 5.17628 -0.02 -0.01 -0.09 0.327
H 4.05109 0.42469 1.29769 -0.07 -0.03 -0.01 0.217
H 3.55545 -0.98519 2.27325 -0.07 0.05 -0.04 0.298
H 5.27109 -0.56381 2.11634 0.06 0.10 0.16 0.254
C 9.13039 2.04249 0.74777 0.18 0.00 0.14 -0.677
O 7.71317 2.11718 0.58135 -0.01 0.01 0.06 -0.220
C 7.30693 2.02256 -0.68433 -0.07 -0.01 0.13 0.676
O 8.01606 1.88363 -1.64361 0.09 -0.02 -0.14 -0.567
O 5.97887 2.10438 -0.69724 -0.12 0.01 0.02 -0.173
C 5.39315 2.01320 -1.99935 -0.23 0.02 -0.12 -0.175
H 9.31853 2.13187 1.81352 -0.11 0.01 0.02 0.205
H 9.50925 1.08679 0.39114 0.00 0.03 -0.09 0.301
H 9.62225 2.85873 0.22264 0.00 -0.04 -0.08 0.301
H 5.62628 1.05517 -2.45957 0.08 0.04 -0.01 -0.181
H 5.73306 2.82851 -2.63476 0.12 -0.05 -0.01 0.388
H 4.31966 2.08957 -1.85962 0.02 0.00 0.12 0.149
C -7.80298 -3.58044 -0.40873 0.16 -0.31 -0.29 -0.396
O -8.54586 -2.79438 0.53229 0.00 -0.05 0.13 -0.363
C -8.03931 -1.58226 0.72939 0.06 -0.09 0.04 0.711
O -7.05194 -1.14069 0.20245 0.13 0.16 0.00 -0.453
O -8.81422 -0.93750 1.60081 -0.04 0.00 0.04 -0.327
C -8.38186 0.39222 1.89277 -0.03 0.23 0.10 -0.639
H -8.30812 -4.53895 -0.48025 -0.12 0.05 0.12 0.211
H -7.79753 -3.10060 -1.38593 0.04 0.06 0.05 0.191
H -6.78375 -3.73686 -0.06064 0.03 0.09 -0.01 0.212
H -8.38409 1.00400 0.99237 0.07 -0.04 -0.04 0.270
H -7.38814 0.38453 2.33663 0.04 -0.01 -0.08 0.289
H -9.09366 0.79609 2.60653 -0.06 -0.10 0.00 0.228
C 3.32749 9.18439 4.41070 -0.05 0.20 0.04 -0.639
O 3.52573 8.18491 3.40981 -0.02 0.07 -0.04 -0.331
C 3.92877 7.00836 3.88638 -0.04 0.01 -0.13 0.790
O 4.12270 6.74668 5.04345 0.02 -0.03 0.15 -0.542
O 4.07364 6.17372 2.86117 0.02 -0.03 -0.08 -0.302
C 4.51279 4.86389 3.23088 0.08 -0.23 -0.11 -0.306
H 3.00439 10.08016 3.88885 0.01 -0.06 -0.10 0.218
H 2.55659 8.87642 5.11432 0.06 -0.05 0.05 0.296
H 4.25621 9.38789 4.93997 -0.01 -0.07 0.06 0.293
H 3.79557 4.39233 3.89631 0.05 0.04 0.11 0.026
H 5.49122 4.90476 3.70466 -0.04 0.02 0.10 0.309
H 4.58380 4.28732 2.31268 -0.03 0.11 -0.08 0.203
C 6.56894 -1.89633 -3.78099 0.13 0.11 -0.15 -0.267
O 6.64858 -2.89571 -2.76312 0.06 0.01 -0.03 -0.361
C 5.46666 -3.31204 -2.31348 0.11 0.01 0.10 0.844
O 4.39313 -2.91938 -2.68802 -0.15 0.06 -0.06 -0.546
O 5.67853 -4.22704 -1.37165 0.03 -0.06 0.02 -0.370
C 4.47824 -4.75830 -0.80411 -0.18 -0.13 0.18 -0.567
H 7.59184 -1.65223 -4.05119 0.03 -0.06 0.09 0.220
H 6.04371 -2.27809 -4.65421 -0.09 0.02 0.04 0.318
H 6.07083 -1.00446 -3.40568 -0.08 -0.05 -0.02 -0.107
H 3.88245 -5.26161 -1.56205 -0.06 0.09 -0.02 0.307
H 3.89436 -3.96698 -0.33841 -0.07 0.01 -0.08 0.191
H 4.77700 -5.47655 -0.04655 0.16 0.03 -0.04 0.308
C -7.17102 0.49482 -4.11728 0.25 0.01 -0.05 -0.453
O -8.27514 0.78009 -3.25538 -0.05 0.02 -0.08 -0.357
C -8.88440 -0.30452 -2.78042 0.06 0.24 0.21 0.919
O -8.58698 -1.44397 -3.01936 0.00 -0.18 -0.10 -0.578
O -9.87043 0.09096 -1.97670 0.00 0.08 -0.03 -0.352
C -10.59892 -0.98194 -1.37668 -0.15 -0.13 0.16 -0.411
H -6.74936 1.45036 -4.41462 -0.12 0.07 0.08 0.235
H -6.41937 -0.08203 -3.58116 -0.02 -0.09 -0.05 0.123
H -7.49670 -0.04898 -5.00166 -0.03 -0.08 0.05 0.287
H -9.94505 -1.59237 -0.75550 -0.19 0.01 -0.20 0.117
H -11.07222 -1.59866 -2.13807 0.06 -0.04 -0.03 0.325
H -11.36276 -0.52391 -0.75536 0.04 0.10 -0.02 0.221
```
Positions in Å, forces in eV/Å.

For the calculated total energy, the calculation gives -153080.8252 eV. The frontier orbital gap is 8.35 eV. For the HOMO energy, the calculation gives -9.7 eV. As for the charge: 0.

Record 2
# C30H48BrFeN3P2

C30H48BrFeN3P2 as an isolated structure in a non-equilibrium geometry (wB97M-V/def2-TZVPD, the Open Molecules 2025 dataset).

```
85
Properties=species:S:1:pos:R:3:forces:R:3:mulliken_charge:R:1
N -5.73860 -0.75969 3.61879 0.27 -0.52 -0.06 -0.522
C -4.91507 0.13810 4.15010 -0.57 0.72 -0.14 -0.434
C -4.34638 1.17214 3.39889 0.31 -0.94 0.01 -0.554
C -4.19460 0.88724 2.02685 -1.04 -0.70 0.61 0.433
C -5.05939 -0.05850 1.43373 -0.01 -0.06 0.94 -0.400
C -5.89524 -0.79395 2.30089 0.47 0.54 -1.03 -0.590
C -3.18814 1.56692 1.28713 0.65 0.02 -1.71 -0.224
Fe 0.45312 0.28972 0.06773 -2.48 -0.63 -1.28 -0.069
P 2.12775 0.63258 -1.41840 0.40 0.08 -1.24 0.893
C -2.94193 1.33690 -0.05285 0.41 0.48 2.09 0.804
C -2.25141 2.27052 -0.90894 1.01 0.33 -0.83 -0.923
C -2.28026 2.04012 -2.31339 0.11 0.10 0.46 -0.617
C -1.29434 2.58772 -3.12790 -0.33 0.19 0.55 -0.182
C -0.34009 3.39585 -2.49659 0.44 0.88 -0.94 0.124
C -0.47018 3.91608 -1.20635 -0.86 -0.35 0.06 -0.676
C -1.50928 3.36342 -0.41346 0.54 -0.03 -0.36 -0.683
Br 1.09511 4.03709 -3.64861 -1.59 0.46 -0.16 -0.087
H -2.55084 2.20900 1.89800 -0.53 0.82 -0.51 0.305
H -2.97049 0.32566 -0.43976 -1.41 0.19 -0.39 0.154
H -4.04968 2.12244 3.85246 0.59 -0.57 -0.11 0.455
H -5.07252 -0.13933 0.34745 -0.22 -0.24 0.34 0.574
H -4.73087 0.04359 5.21224 -0.32 0.29 0.17 0.441
H -6.68609 -1.42591 1.89396 0.22 0.04 0.22 0.406
H -3.16825 1.52314 -2.69723 0.72 -0.24 -0.07 0.584
H -1.80452 3.75195 0.56809 0.66 -0.09 -0.31 0.581
H -1.28781 2.45970 -4.21564 0.05 -0.04 0.51 0.535
H 0.16890 4.75454 -0.88192 -0.45 -0.61 -0.08 0.530
P -0.67250 -1.87229 -0.27726 -0.27 -1.11 0.05 1.584
C 2.61686 2.27441 -0.74322 0.32 -0.14 0.16 -0.529
C 3.45234 3.16786 -1.64423 -0.02 0.46 -0.19 -0.813
H 3.16525 2.10400 0.20114 -0.15 -0.05 -0.24 0.588
H 1.67805 2.79314 -0.45792 0.45 -0.26 -0.18 0.244
H 3.65857 4.08808 -1.07593 0.13 -0.20 -0.39 0.468
H 4.39685 2.71189 -1.97613 -0.36 0.18 0.23 0.266
H 2.81616 3.42882 -2.51000 1.21 -0.22 0.78 -0.354
C 1.74490 0.67059 -3.20212 -0.83 0.60 -0.38 0.912
C 2.84490 0.82683 -4.27447 -0.10 -0.11 0.18 -1.642
H 1.02655 1.49942 -3.29439 0.34 -0.26 -0.03 -0.483
H 1.10693 -0.20828 -3.42924 0.51 0.19 0.28 0.229
H 2.33572 1.10542 -5.20712 0.27 -0.17 0.18 0.433
H 3.58532 1.60504 -4.05617 -0.31 -0.12 0.05 0.295
H 3.38048 -0.11613 -4.43017 -0.09 0.18 -0.04 0.404
C 3.47427 -0.57247 -1.32580 0.01 -0.51 0.47 -0.001
C 4.85032 0.03322 -1.54581 0.25 -0.43 -0.03 -1.544
H 3.25155 -1.34466 -2.08161 0.00 0.31 0.14 0.519
H 3.43304 -1.11092 -0.36485 0.08 0.26 -0.19 0.165
H 5.56251 -0.79221 -1.44260 0.17 0.38 -0.01 0.487
H 4.95051 0.44797 -2.55511 0.06 0.02 0.35 0.274
H 5.05703 0.79680 -0.78690 0.17 -0.13 -0.27 0.327
C 0.20715 -3.18637 0.68545 -0.15 0.23 0.10 -0.993
C 1.69989 -3.30470 0.40213 0.30 -0.15 0.12 -1.073
H -0.30376 -4.14458 0.46556 0.22 0.51 0.03 0.764
H 0.03502 -2.96189 1.75675 0.08 -0.25 -0.51 0.108
H 2.02323 -4.30522 0.71022 0.13 0.23 -0.14 0.443
H 1.96543 -3.16682 -0.65325 -0.16 -0.18 0.16 0.217
H 2.29234 -2.58802 0.98143 -0.14 0.00 -0.01 0.090
C -0.40445 -2.38760 -2.01615 0.20 -0.16 -0.05 -0.611
C -1.44606 -1.87428 -3.00191 -0.17 0.12 -0.39 -1.212
H -0.42459 -3.48691 -2.01616 0.13 0.18 0.01 0.524
H 0.60082 -2.06617 -2.31986 -0.15 -0.19 0.02 0.259
H -1.25735 -2.31126 -3.98844 -0.02 0.10 0.15 0.465
H -2.46342 -2.16247 -2.72563 0.15 0.02 -0.01 0.339
H -1.44009 -0.78610 -3.12298 0.10 -0.04 0.12 0.181
C -2.41939 -2.44469 -0.04771 -0.46 0.34 -0.14 -0.561
C -2.81318 -3.14009 1.26528 -0.15 0.01 0.20 -1.158
H -2.61392 -3.15011 -0.88215 0.18 0.44 0.40 0.603
H -3.04276 -1.54887 -0.21202 -0.06 -0.61 0.01 -0.037
H -3.75448 -3.68825 1.10174 0.33 0.24 0.09 0.438
H -2.06157 -3.87179 1.58239 -0.29 0.12 -0.06 0.288
H -2.98339 -2.44280 2.09896 0.02 -0.21 -0.38 0.063
C 4.04119 0.05299 3.60033 0.44 0.03 0.56 -1.304
C 2.59057 -0.07183 3.29812 -0.10 0.25 -0.41 1.120
C 1.43531 -0.49351 3.94731 0.10 -0.41 0.35 -1.760
C 0.37939 -0.44897 3.02202 1.52 0.81 0.01 0.241
N 0.85323 0.12915 1.87084 1.01 -0.50 2.39 0.082
N 2.20956 0.30641 2.07998 -0.44 0.08 -0.17 0.188
C -1.01391 -0.91407 3.19194 -0.68 0.30 0.02 0.140
H 4.24629 0.98973 4.13055 -0.06 -0.14 -0.02 0.310
H 4.39811 -0.76259 4.23009 -0.12 0.06 0.01 0.391
H 4.66159 0.04671 2.69082 -0.37 0.00 0.18 0.312
H 1.39522 -0.78399 4.99217 -0.13 -0.20 -0.35 0.496
H 2.82918 0.75581 1.40352 -0.62 -0.27 0.27 -0.339
H -1.10433 -1.92679 3.64084 0.21 0.66 -0.48 0.425
H -1.57276 -0.22884 3.83232 0.17 0.00 0.32 0.556
H -1.55866 -0.81473 2.25018 0.10 -0.42 -0.05 -0.682
```
Positions in Å, forces in eV/Å.

For the calculated total energy, the calculation gives -159350.3508 eV. As for the spin multiplicity: 5. The frontier orbital gap (spin up / spin down) is 7.12 / 6.30 eV. For the HOMO energy (spin up / spin down), the calculation gives -13.0 / -13.0 eV. As for the charge: +2. The value obtained for the relative energy (zero: lowest compared OMol25 entry of this formula, charge and spin) is 36.1 kcal/mol.